1.
This record from the OMol25 dataset describes 5 unconnected molecules or ions with the total composition C18H41F3N12O8P. The level of theory is ωB97M-V with the def2-TZVPD basis set.

Geometry as XYZ:
```
83
C18H41F3N12O8P | the OMol25 dataset | ωB97M-V with the def2-TZVPD basis set
P -1.27 -2.85 -0.64
F 4.16 -1.89 -1.55
F 3.85 -4.02 -1.77
F 3.35 -2.68 -3.39
O -1.45 -2.70 -2.09
O 2.62 -2.36 1.55
O -2.65 -2.92 0.18
O 5.76 -0.83 5.05
O -0.55 -4.15 -0.09
O -0.57 3.62 -2.58
O -3.97 2.21 2.32
O -4.99 1.00 -3.95
N -3.50 -0.05 -5.28
N -1.02 1.41 -4.05
N -2.48 1.14 -1.00
N -4.83 4.07 1.32
N -1.45 -0.44 0.39
N -0.25 0.50 -1.33
N 5.78 -0.30 2.85
N -5.10 3.71 3.58
N 7.28 0.68 4.32
N 1.91 -3.38 3.45
N -5.73 -0.69 -5.27
N 4.15 -3.18 2.99
C -0.37 -1.41 0.12
C 0.58 -0.63 -0.85
C -1.44 0.42 -0.64
C 2.26 1.86 2.79
C 6.24 -0.19 4.14
C -0.40 1.68 2.71
C -4.76 0.14 -4.79
C 3.33 -2.82 -2.05
C 0.48 2.65 -2.50
C -4.60 3.27 2.40
C 0.36 1.81 -3.78
C -1.97 -0.09 1.72
C -0.87 0.21 2.73
C 1.93 -2.67 -1.51
C 1.25 -1.38 -2.00
C 2.88 -2.94 2.61
C 1.07 1.80 2.71
C 0.37 1.86 -1.18
H -5.61 4.56 3.68
H 1.97 -2.67 -0.42
H -2.58 0.81 1.59
H -1.24 0.59 -3.50
H 3.32 1.93 2.85
H -4.95 3.13 4.39
H 5.02 -0.94 2.72
H 7.64 0.77 5.25
H 0.13 -1.79 1.02
H -6.66 -0.56 -4.92
H 2.11 -3.85 4.32
H -5.34 4.93 1.38
H -0.83 2.23 1.86
H -2.64 -0.87 2.09
H -0.40 4.31 -1.93
H 2.03 -0.71 -2.38
H -3.35 1.09 -0.49
H -0.01 -0.45 2.61
H 0.95 -3.23 3.20
H 0.56 -1.58 -2.82
H -5.56 -1.40 -5.96
H -0.27 2.47 -0.53
H 0.75 2.39 -4.62
H 1.38 -3.54 -1.88
H -2.43 1.75 -1.80
H -0.09 -4.65 -0.78
H 1.44 3.18 -2.50
H -0.77 2.19 3.61
H 1.40 -0.25 -0.24
H 6.16 0.20 2.07
H 7.70 1.21 3.57
H -4.48 3.77 0.43
H 4.40 -3.62 3.86
H -1.66 2.17 -3.83
H -3.25 -0.76 -5.94
H 1.34 1.74 -0.69
H -3.34 -2.55 -0.38
H 4.89 -2.92 2.36
H 0.98 0.92 -3.70
H -2.80 0.57 -4.91
H -1.28 -0.01 3.72
```

Output
**Charge**: +1
**LUMO level**: -2.03 eV

---

2.
This record from the OMol25 dataset describes a molecular structure, C18H41MnN2OP3S. The level of theory is ωB97M-V with the def2-TZVPD basis set.

Geometry as XYZ:
```
67
C18H41MnN2OP3S | the OMol25 dataset | ωB97M-V with the def2-TZVPD basis set
Mn -0.13 -0.25 0.18
S -1.56 0.77 1.73
P 1.32 2.31 -0.74
P -1.12 -2.26 -0.48
P 1.60 -1.06 1.66
O -1.49 1.18 -1.87
N -1.46 -0.56 4.04
N -0.24 1.39 3.99
C -1.93 -3.21 0.84
C 2.99 1.78 -1.15
C 2.47 0.08 2.80
C -0.18 0.27 -3.66
C 0.14 -3.38 -1.17
C -2.48 1.09 -4.00
C -0.09 -0.02 -5.01
C 0.76 3.57 -1.88
C -1.19 0.19 -5.85
C 2.95 -1.78 0.67
C -1.81 1.49 -8.61
C -2.42 -2.14 -1.75
C -1.37 0.87 -3.11
C 1.30 2.94 0.92
C 1.10 -2.39 2.80
C -2.91 2.09 -8.15
C -2.37 0.76 -5.34
C -1.06 0.51 3.35
H -2.36 -2.54 1.60
H 2.17 3.60 1.05
H 2.99 1.16 -2.06
H -1.29 -0.63 5.04
H 1.34 2.13 1.66
H 0.65 0.06 -2.98
H -2.94 3.16 -7.92
H 0.38 3.51 1.08
H -0.35 -4.20 -1.71
H 3.61 2.67 -1.32
H 1.75 0.62 3.44
H -1.10 -0.04 -6.91
H 3.43 1.19 -0.33
H 1.01 3.31 -2.92
H 0.78 -2.83 -1.87
H 2.57 -2.57 0.01
H 0.13 -2.82 2.51
H -0.33 3.67 -1.81
H 1.24 4.52 -1.62
H 0.84 -0.43 -5.42
H 3.71 -2.21 1.34
H 0.33 1.24 -0.87
H 1.01 -2.01 3.83
H -1.22 -3.89 1.33
H 3.42 -1.01 0.05
H 0.77 -3.79 -0.37
H -3.19 0.99 -6.01
H -3.11 -2.99 -1.65
H -1.82 0.42 -8.87
H -0.88 2.03 -8.77
H -0.12 2.31 3.59
H -3.85 1.53 -8.02
H 3.14 -0.51 3.44
H -1.97 -2.12 -2.75
H -2.12 -1.22 3.64
H -3.38 1.52 -3.58
H -0.22 1.37 5.01
H 3.08 0.80 2.24
H 1.86 -3.19 2.78
H -2.74 -3.80 0.39
H -2.97 -1.20 -1.61
```

Output
**Energy above the lowest of the compared OMol25 structures with the same formula, charge and spin**: 0.0 kJ/mol
**Spin multiplicity**: 5
**Charge**: +3
**LUMO level (spin up / spin down)**: -10.05 / -10.12 eV

---

3.
This record from the OMol25 dataset describes a molecular structure, C18H41N2O2P3Yb. The level of theory is ωB97M-V with the def2-TZVPD basis set.

Geometry as XYZ:
```
67
C18H41N2O2P3Yb | the OMol25 dataset | ωB97M-V with the def2-TZVPD basis set
Yb -0.04 1.06 0.70
P 2.59 2.35 0.02
P 1.24 -1.07 -1.69
P -0.60 1.33 -2.11
O -1.97 3.15 1.17
O 0.17 -0.89 1.70
N -0.87 -2.93 1.71
N 1.02 -2.60 2.98
C -4.62 -1.02 0.54
C 0.10 -2.09 2.13
C -3.92 6.13 0.02
C 0.26 1.69 -3.70
C -1.57 5.56 1.44
C -4.53 0.31 0.74
C -1.14 3.05 -1.77
C 2.12 3.78 1.07
C -2.38 4.52 0.96
C -1.95 6.89 1.23
C 0.08 -1.99 -2.78
C 3.93 1.70 1.09
C -3.16 7.18 0.54
C 3.62 3.25 -1.23
C 1.98 -2.54 -0.88
C -3.53 4.80 0.20
C -2.25 0.69 -2.60
C 2.56 -0.78 -2.93
H 2.96 3.94 -1.79
H -2.19 -0.11 -3.34
H 0.38 0.81 -4.35
H -4.82 6.36 -0.55
H 0.64 -2.68 -3.43
H 4.78 2.40 1.22
H -0.52 -1.32 -3.41
H -1.86 3.12 -0.95
H 2.25 -0.06 -3.70
H -1.33 7.70 1.58
H 2.82 -1.73 -3.41
H -1.54 -2.61 1.04
H 4.04 2.52 -1.94
H 0.85 -3.50 3.40
H -5.01 -1.45 -0.41
H -1.62 3.38 -2.69
H -0.63 5.32 1.93
H -4.11 0.69 1.68
H 1.70 -1.98 3.39
H -4.37 -1.74 1.33
H 2.73 -3.01 -1.55
H 3.02 4.39 1.26
H 4.44 3.83 -0.78
H 3.52 1.45 2.08
H -0.33 2.45 -4.23
H -0.28 3.70 -1.56
H 2.49 -2.23 0.04
H -3.46 8.21 0.42
H 4.30 0.77 0.62
H -4.82 1.05 0.00
H -2.82 1.53 -3.02
H 1.71 3.45 2.05
H -2.78 0.32 -1.71
H 1.25 2.11 -3.49
H -0.96 -3.84 2.12
H 1.36 4.40 0.56
H 1.21 -3.29 -0.64
H 3.44 -0.38 -2.42
H -1.79 3.07 2.12
H -4.08 3.98 -0.27
H -0.60 -2.58 -2.15
```

Output
**Energy above the lowest of the compared OMol25 structures with the same formula, charge and spin**: 55.2 kJ/mol
**Spin multiplicity**: 2
**Charge**: +3
**LUMO level (spin up / spin down)**: -9.11 / -12.31 eV

---

Number 1: F_max 1.1 eV/Å, E -71034.4285 eV. Number 2: F_max 1.4 eV/Å, E -94354.2978 eV. Number 3: F_max 2.9 eV/Å, E -85777.4812 eV.